Entry from the Open Molecules 2025 dataset: 2 unconnected molecules or ions with the total composition C9H12ClNSi in a non-equilibrium geometry (ωB97M-V/def2-TZVPD).

Properties
frontier orbital gap = 6.29 eV
E_HOMO = -7.49 eV
total energy = -1154.52086 Ha
charge = 0
largest force on an atom = 5.10 eV/A
LUMO energy = -1.19 eV
relative energy (zero: lowest compared OMol25 entry of this formula, charge and spin) = 2.726 eV

```
24
Properties=species:S:1:pos:R:3:forces:R:3
C -2.216212 -0.760530 3.087624 -0.644 0.867 -0.231
C -2.309416 0.376634 2.275656 -2.184 0.866 0.882
C -1.314632 -1.766505 2.877127 2.305 -1.860 -1.566
C -1.518105 0.476271 1.153668 0.012 -1.007 1.540
C -0.463091 -1.708806 1.734108 -3.222 3.774 1.174
C -0.628201 -0.539671 0.919516 1.982 -2.816 -0.522
C 1.646700 1.017679 -2.576796 -0.330 0.821 1.527
C 2.441653 -0.272977 -2.209473 1.840 1.605 -2.978
C 0.552479 1.314787 -1.422831 -1.118 -0.953 -2.503
N 1.840818 -1.039383 -1.222772 -3.510 -0.047 2.390
Si 0.432526 -0.268505 -0.557665 1.447 0.550 -0.030
Cl -2.155203 2.759740 -1.207995 -0.297 0.087 -0.015
H -2.924694 -0.857328 3.878687 -0.254 -0.006 0.615
H -3.151149 1.149713 2.525083 1.936 -1.410 -0.633
H -1.201186 -2.675279 3.499096 -0.438 0.863 -0.106
H -1.495405 1.270549 0.497338 -0.675 2.040 -1.282
H 0.307617 -2.340776 1.508428 1.554 -1.987 -0.288
H 2.244477 1.949098 -2.603896 0.111 -0.816 -0.161
H 1.312378 0.813836 -3.605279 -0.772 0.592 0.659
H 2.465472 -0.768086 -3.197067 0.323 -0.506 0.590
H 3.485840 -0.106981 -1.922454 -0.043 0.371 -0.112
H 0.796660 2.115333 -0.748697 0.368 0.360 0.311
H -0.531141 1.668505 -1.758025 1.464 -0.370 0.312
H 2.381816 -1.807319 -0.923380 0.143 -1.020 0.431
```
Positions in Å, forces in eV/Å.